w | Entry from the OMol25 dataset: one molecule with the formula C4H11NS (ωB97M-V/def2-TZVPD).

As for the LUMO energy: 0.998 eV. The value obtained for the molar mass is 105.21 g/mol. As for the SMILES: CCNCCS.

The geometry in ORCA input format:
```
! wB97M-V def2-TZVPD RIJCOSX def2/J DEFGRID3
* xyz 0 1
S 3.55 -0.22 -1.01
N -0.30 0.20 0.27
C -2.66 -0.03 0.84
C 0.85 -0.30 -0.48
C 2.08 0.52 -0.13
C -1.51 -0.57 0.03
H 0.65 -0.16 -1.56
H 2.32 0.46 0.92
H -3.58 -0.60 0.70
H -0.45 1.17 0.05
H -2.90 0.98 0.50
H -2.45 -0.02 1.90
H 4.43 0.60 -0.41
H 1.00 -1.36 -0.28
H -1.79 -0.56 -1.03
H -1.27 -1.62 0.22
H 2.02 1.52 -0.53
*
```

***

x | Entry from the OMol25 dataset: a 2-piece molecular cluster, C4H11NS overall (ωB97M-V/def2-TZVPD).

As for the LUMO energy: 0.958 eV. The value obtained for the molar mass is 105.21 g/mol. As for the SMILES: C=NC.CSC.

The geometry in ORCA input format:
```
! wB97M-V def2-TZVPD RIJCOSX def2/J DEFGRID3
* xyz 0 1
S -1.41 0.37 0.79
N 1.04 -0.74 -2.10
C 0.86 0.50 -2.27
C -0.83 -1.19 1.56
C 2.32 -1.10 -1.46
C -0.70 1.62 1.92
H -1.54 1.83 2.58
H 3.05 -1.10 -2.26
H -1.34 -1.37 2.51
H 2.63 -0.36 -0.71
H 1.45 1.30 -1.84
H -1.01 -2.08 0.96
H -0.47 2.50 1.33
H 2.18 -2.05 -0.96
H 0.09 1.18 2.52
H 0.21 -1.08 1.88
H 0.16 0.87 -3.03
*
```

***

y | Entry from the OMol25 dataset: a 2-piece molecular cluster, C4H11NS overall (ωB97M-V/def2-TZVPD).

As for the LUMO energy: 0.885 eV. The value obtained for the molar mass is 105.21 g/mol. As for the SMILES: C=NC.CSC.

The geometry in ORCA input format:
```
! wB97M-V def2-TZVPD RIJCOSX def2/J DEFGRID3
* xyz 0 1
S 0.05 1.77 -1.65
N 0.84 -2.34 1.62
C -0.48 0.47 -0.52
C -0.55 3.25 -0.77
C 0.14 -1.84 2.54
C 0.36 -3.34 0.71
H -0.17 -4.17 1.18
H -1.11 -0.26 -1.01
H -0.88 4.01 -1.48
H -0.91 -2.11 2.75
H 1.25 -3.78 0.26
H -1.07 1.02 0.21
H 0.32 -0.83 2.92
H -0.25 -3.05 -0.15
H -1.51 2.98 -0.32
H 0.25 -0.07 0.08
H 0.08 3.59 0.05
*
```

***

z | Entry from the OMol25 dataset: a 2-piece molecular cluster, C4H11NS overall (ωB97M-V/def2-TZVPD).

As for the LUMO energy: -1.123 eV. The value obtained for the molar mass is 105.21 g/mol.

The geometry in ORCA input format:
```
! wB97M-V def2-TZVPD RIJCOSX def2/J DEFGRID3
* xyz 0 1
S 1.92 -1.12 0.49
N -3.12 0.33 0.31
C -2.13 0.78 -0.67
C -0.69 -0.28 -1.20
C 2.56 0.55 0.48
C -0.67 0.62 -0.11
H 3.56 0.66 0.01
H 2.70 1.05 1.44
H -3.18 0.91 1.14
H -0.09 1.52 -0.29
H -0.04 -0.17 -2.07
H -0.95 -1.32 -1.08
H -2.98 -0.61 0.65
H -2.66 0.50 -1.60
H 1.99 1.24 -0.18
H -0.48 0.24 0.89
H -2.19 1.88 -0.72
*
```

***

Q: What are the energies relative to the best structure? A: w 0.0; x 29.3; y 36.2; z 123.7, in kcal/mol.

***

w | Entry from the OMol25 dataset: a 2-piece molecular cluster, C3H11N3O overall (ωB97M-V/def2-TZVPD).

As for the LUMO energy: 0.785 eV. The value obtained for the molar mass is 105.14 g/mol. As for the SMILES: [H]/N=C/NC.NCO.

The geometry in ORCA input format:
```
! wB97M-V def2-TZVPD RIJCOSX def2/J DEFGRID3
* xyz 0 1
O 1.03 -1.22 -0.93
N 2.88 -2.15 0.35
N -1.36 1.54 -0.24
N -1.25 2.54 1.83
C 2.37 -1.06 -0.42
C -2.16 0.66 -1.08
C -1.48 1.52 1.12
H -1.79 0.54 1.50
H 0.68 -2.01 -0.51
H -2.77 0.02 -0.45
H -2.85 1.22 -1.72
H -1.15 2.26 2.80
H 2.37 -0.15 0.19
H 3.02 -0.91 -1.28
H -1.16 2.46 -0.60
H 2.74 -3.04 -0.11
H 2.43 -2.24 1.26
H -1.54 0.02 -1.71
*
```

***

x | Entry from the OMol25 dataset: a 2-piece molecular cluster, C3H11N3O overall (ωB97M-V/def2-TZVPD).

As for the LUMO energy: 0.848 eV. The value obtained for the molar mass is 105.14 g/mol. As for the SMILES: [H]/N=C/NC.NCO.

The geometry in ORCA input format:
```
! wB97M-V def2-TZVPD RIJCOSX def2/J DEFGRID3
* xyz 0 1
O 0.07 -1.70 -1.48
N -0.76 1.00 0.97
N 0.77 0.54 -1.51
N -0.52 -1.35 0.96
C -0.49 -0.23 1.53
C 1.05 -0.77 -1.86
C -0.41 2.22 1.65
H -0.10 -2.05 1.52
H 0.41 2.69 1.16
H -0.11 -1.60 -0.45
H -0.09 2.10 2.67
H -0.19 0.89 -1.78
H 1.53 1.23 -1.79
H -0.98 0.94 -0.08
H -1.28 2.88 1.65
H 1.13 -0.86 -2.98
H 2.03 -1.04 -1.45
H -0.24 -0.21 2.58
*
```

***

Q: What are the energies relative to the best structure? A: w 0.0; x 12.1, in kcal/mol.

***

w | Entry from the OMol25 dataset: an isolated ion of composition C5H10NO2 and charge +1 (ωB97M-V/def2-TZVPD).

As for the LUMO energy: -3.764 eV. The value obtained for the molar mass is 116.14 g/mol. As for the SMILES: C=CC[C@H]([NH3+])C(=O)O.

The geometry in ORCA input format:
```
! wB97M-V def2-TZVPD RIJCOSX def2/J DEFGRID3
* xyz 1 1
O 0.54 -2.86 0.97
O -1.13 -1.58 1.82
N -1.50 -0.56 -0.67
C 0.49 0.48 0.39
C -0.10 -0.83 -0.15
C 1.35 2.56 -0.73
C -0.17 -1.90 0.92
C 1.23 1.24 -0.71
H 0.51 -1.21 -0.97
H 1.01 3.19 0.07
H 1.61 0.67 -1.55
H -1.98 -0.02 0.05
H -1.08 -2.21 2.56
H 1.12 0.29 1.27
H -2.00 -1.43 -0.85
H -0.33 1.13 0.69
H -1.40 -0.01 -1.54
H 1.84 3.05 -1.56
*
```

***

x | Entry from the OMol25 dataset: an isolated ion of composition C5H10NO2 and charge +1 (ωB97M-V/def2-TZVPD).

As for the LUMO energy: -3.732 eV. The value obtained for the molar mass is 116.14 g/mol. As for the SMILES: [NH3+]/C=C/CCC(=O)O.

The geometry in ORCA input format:
```
! wB97M-V def2-TZVPD RIJCOSX def2/J DEFGRID3
* xyz 1 1
O 1.55 -0.70 -1.53
O 0.38 -2.27 -2.63
N 0.76 2.10 1.95
C 0.08 0.13 0.78
C -0.93 -0.81 0.26
C -0.81 -0.77 -1.37
C -0.21 1.16 1.59
C 0.50 -1.24 -1.78
H 1.17 -0.11 0.39
H -1.73 -1.36 -1.89
H -1.22 1.32 1.93
H -0.76 -1.90 0.66
H 0.42 3.07 2.06
H 1.18 -2.35 -3.15
H 1.11 1.77 2.85
H 1.51 2.21 1.25
H -2.12 -0.58 0.42
H -0.88 0.32 -1.79
*
```

***

Q: What are the energies relative to the best structure? A: w 0.0; x 22.6, in kcal/mol.

***

w | Entry from the OMol25 dataset: an isolated ion of composition C5H10NO2 and charge +1 (ωB97M-V/def2-TZVPD).

As for the LUMO energy (alpha / beta): -5.486 / -5.485 eV. The value obtained for the molar mass is 116.14 g/mol.

The geometry in ORCA input format:
```
! wB97M-V def2-TZVPD RIJCOSX def2/J DEFGRID3
* xyz 1 1
O -0.52 -1.33 2.58
O -1.58 0.35 -2.05
N 1.72 -0.98 0.85
C -0.47 -0.21 -1.74
C -0.59 -0.72 1.40
C 0.42 0.46 -0.74
C 0.51 -0.41 0.70
C 0.07 1.97 -0.48
H -0.37 -1.15 -2.10
H -2.21 -0.29 -2.40
H 0.60 2.25 0.56
H -0.92 2.07 -0.35
H 1.40 0.21 -1.01
H 2.61 -0.59 0.98
H 0.43 2.46 -1.27
H -1.54 -0.48 1.08
H -1.41 -1.73 2.72
H 1.87 -1.87 1.26
*
```

***

x | Entry from the OMol25 dataset: an isolated ion of composition C5H10NO2 and charge +1 (ωB97M-V/def2-TZVPD).

As for the LUMO energy: -3.546 eV. The value obtained for the molar mass is 116.14 g/mol. As for the SMILES: C1C[C@H]2[NH2+]OC[C@H]2O1.

The geometry in ORCA input format:
```
! wB97M-V def2-TZVPD RIJCOSX def2/J DEFGRID3
* xyz 1 1
O -1.94 0.07 0.64
O 0.93 1.41 0.23
N -1.40 -1.07 0.05
C -0.12 0.90 -0.58
C -0.05 -0.70 -0.54
C 1.94 0.40 0.42
C -1.41 1.34 -0.08
C 1.12 -0.94 0.46
H 0.02 -1.20 -1.57
H 0.81 -1.09 1.48
H 2.50 0.73 1.32
H -1.31 2.11 0.61
H -1.27 -1.61 0.96
H -1.91 -1.72 -0.61
H -2.18 1.51 -0.89
H 1.79 -1.84 0.15
H 2.48 0.40 -0.50
H -0.01 1.32 -1.55
*
```

***

Q: What are the energies relative to the best structure? A: w 5.5; x 0.0, in kcal/mol.

***

w | Entry from the OMol25 dataset: one molecule with the formula C5H12N2 (ωB97M-V/def2-TZVPD).

As for the LUMO energy: 1.112 eV. The value obtained for the molar mass is 100.16 g/mol. As for the SMILES: CN/C=C/CCN.

The geometry in ORCA input format:
```
! wB97M-V def2-TZVPD RIJCOSX def2/J DEFGRID3
* xyz 0 1
N -1.53 1.63 -0.78
N 2.19 -0.51 1.46
C -0.50 -0.41 -0.08
C -1.23 1.71 -2.18
C -0.10 -1.38 0.99
C 1.41 -1.63 1.06
C -0.90 0.84 0.16
H -0.62 -2.33 0.95
H 1.65 -2.04 0.09
H 3.01 -0.60 2.03
H -1.67 2.61 -2.60
H -2.12 2.35 -0.40
H 1.67 -2.49 1.69
H -0.35 -0.88 1.93
H -0.86 1.25 1.16
H -0.50 -0.76 -1.11
H -0.18 1.60 -2.39
H -1.69 0.86 -2.73
H 2.31 0.19 0.74
*
```

***

x | Entry from the OMol25 dataset: one molecule with the formula C5H12N2 (ωB97M-V/def2-TZVPD).

As for the LUMO energy: 0.879 eV. The value obtained for the molar mass is 100.16 g/mol. As for the SMILES: C=NCC[C@@H](C)N.

The geometry in ORCA input format:
```
! wB97M-V def2-TZVPD RIJCOSX def2/J DEFGRID3
* xyz 0 1
N 0.66 -1.82 -1.19
N -1.51 1.81 0.67
C 2.21 -0.24 0.09
C -1.49 0.36 0.84
C 0.80 -0.51 -0.44
C -1.69 2.32 -0.54
C -0.08 -0.42 0.81
H -1.90 1.77 -1.41
H -0.18 -1.52 1.02
H -0.25 -1.79 -1.55
H 0.71 -2.53 -0.44
H -1.53 3.37 -0.51
H 0.28 0.04 1.74
H 0.56 0.26 -1.25
H 2.38 -1.17 0.82
H 2.92 -0.48 -0.83
H -2.09 -0.23 0.10
H -2.09 0.03 1.65
H 2.29 0.76 0.41
*
```

***

Q: What are the energies relative to the best structure? A: w 0.0; x 32.8, in kcal/mol.